C68H133BF9HgN7O18PS as an isolated structure, computed with ωB97M-V/def2-TZVPD.

Structure (XYZ):
```
239
Properties=species:S:1:pos:R:3:lowdin_charge:R:1
Hg 0.14951 -1.30843 -5.97146 0.682
O -7.85982 -8.37393 -10.26580 0.139
C -7.76085 -7.42220 -9.52163 -0.409
O -6.67398 -7.04346 -8.87904 0.233
B -6.96027 -6.01922 -7.87295 -0.862
O -8.42166 -5.70119 -8.13823 0.186
C -8.90951 -6.62035 -9.02689 -0.308
O -10.13298 -6.83152 -9.29668 0.078
O -6.11163 -4.82707 -8.06475 0.237
C -5.37486 -4.76289 -6.92975 -0.293
O -4.49234 -3.94074 -6.60986 0.120
C -5.72318 -5.98507 -6.00823 -0.319
O -6.80486 -6.55977 -6.50621 0.240
O -5.21630 -6.32724 -4.91452 0.120
P -0.95066 -0.48191 -1.32833 0.254
F 0.29611 -0.79970 -2.30531 -0.244
F -0.21009 0.87353 -0.89482 -0.163
F -1.68995 0.24095 -2.66803 -0.242
F -2.42246 -0.27622 -0.50625 -0.215
F -1.33494 -2.03413 -1.73920 -0.218
F -0.16817 -1.19358 -0.07385 -0.204
C 3.84316 -7.18295 -6.10496 -0.717
F 4.45881 -8.25971 -5.69214 0.172
F 4.56242 -6.18116 -6.54903 0.172
F 3.10166 -7.61507 -7.08080 0.153
S 2.57481 -6.53625 -4.78646 0.573
O 3.30725 -6.24966 -3.58646 -0.227
O 1.98319 -5.34866 -5.47604 -0.251
O 1.56492 -7.58303 -4.47196 -0.209
C -5.10728 5.19110 1.09788 -0.017
C -6.14981 5.24403 2.26928 -0.440
C -5.95064 4.05125 3.25282 -0.184
C -4.73634 4.13824 4.11566 -0.173
C -4.75026 5.51739 4.91368 -0.111
C -4.97331 6.78977 4.01068 -0.446
N -6.12121 6.47670 3.09888 -0.184
O -6.53757 7.52190 2.40597 -0.014
C -5.49292 8.02265 4.83235 -0.039
C -3.66766 7.11751 3.26283 -0.016
C -7.61765 5.00226 1.72638 -0.032
H -5.28523 4.36699 0.40703 0.089
H -4.08778 5.11456 1.47584 0.062
H -5.27188 6.14547 0.59770 0.080
H -6.67552 3.80280 4.02802 0.118
H -5.96401 3.10971 2.70381 0.117
H -3.89391 4.21834 3.42864 0.097
H -4.64668 3.29722 4.80322 0.113
H -3.75635 5.55633 5.35946 0.096
H -5.37111 5.52164 5.80957 0.105
H -6.48220 7.83828 5.25120 0.081
H -4.81757 8.22642 5.66330 0.081
H -5.52388 8.93900 4.24290 0.073
H -3.68932 6.97613 2.18226 0.065
H -3.51519 8.19247 3.35941 0.074
H -2.92682 6.48741 3.75501 0.078
H -8.42355 5.45193 2.30639 0.076
H -7.84408 3.95867 1.50789 0.079
H -7.69272 5.55181 0.78804 0.067
H -7.19094 7.92051 2.98548 0.106
C -12.22881 -4.34340 -0.71737 -0.036
C -10.90425 -4.73512 -0.10211 -0.524
C -9.75578 -3.85581 -0.69873 -0.126
C -9.79072 -2.53107 -0.05443 -0.215
C -9.81177 -2.50456 1.48991 -0.141
C -10.97478 -3.33874 1.99279 -0.505
N -10.94782 -4.69910 1.37566 -0.066
O -11.94588 -5.54534 1.96915 -0.026
C -10.57764 -3.53811 3.51812 -0.040
C -12.22531 -2.55250 1.87151 -0.048
C -10.60888 -6.13600 -0.57753 -0.052
H -13.02349 -4.90578 -0.22713 0.087
H -12.26490 -4.47909 -1.79829 0.094
H -12.44193 -3.29372 -0.51526 0.061
H -8.76115 -4.26494 -0.52146 0.127
H -9.83199 -3.65841 -1.76799 0.132
H -10.53323 -1.78932 -0.34872 0.106
H -8.88142 -2.00411 -0.34354 0.113
H -9.86767 -1.51539 1.94436 0.129
H -8.86094 -2.95523 1.77437 0.114
H -11.13810 -4.35081 3.98016 0.064
H -9.54106 -3.81130 3.71555 0.073
H -10.80303 -2.74459 4.23060 0.073
H -12.35795 -1.97576 0.95615 0.074
H -13.07902 -3.22943 1.90411 0.090
H -12.27803 -1.88510 2.73168 0.086
H -10.48698 -6.14853 -1.66062 0.096
H -11.45045 -6.73728 -0.23355 0.075
H -9.75990 -6.58740 -0.06412 0.087
H -11.49467 -6.34379 2.25286 0.099
C 2.03168 4.48352 -8.38346 -0.015
C 1.65554 2.97675 -8.59377 -0.494
C 1.79518 2.72352 -10.11628 -0.140
C 3.22061 2.49240 -10.67473 -0.209
C 3.89370 1.40217 -9.91462 -0.145
C 3.86830 1.58618 -8.35236 -0.446
N 2.50277 1.98575 -7.88675 -0.059
O 2.40323 2.22196 -6.49681 -0.028
C 4.27971 0.31368 -7.66573 -0.050
C 4.99250 2.66995 -8.04235 -0.022
C 0.22148 2.74577 -8.20441 -0.039
H 2.99653 4.74181 -8.81987 0.066
H 2.05665 4.75129 -7.32715 0.083
H 1.43292 5.14928 -9.00502 0.087
H 1.22089 1.95731 -10.63706 0.117
H 1.44618 3.51380 -10.78092 0.114
H 3.72224 3.45637 -10.58973 0.096
H 3.21679 2.23862 -11.73476 0.117
H 4.93870 1.37652 -10.22354 0.119
H 3.45561 0.51294 -10.36789 0.124
H 4.26613 0.41808 -6.58082 0.084
H 3.62882 -0.54903 -7.80773 0.080
H 5.28551 0.04372 -7.98758 0.088
H 4.83607 3.22802 -7.11921 0.072
H 6.00603 2.26895 -8.04809 0.081
H 5.15278 3.47092 -8.76407 0.068
H -0.08177 1.71307 -8.37661 0.079
H -0.35719 3.40105 -8.85545 0.092
H 0.09347 2.98671 -7.14911 0.087
H 3.02882 2.90880 -6.25499 0.081
C 9.22864 -2.72354 0.99284 -0.032
C 8.69941 -2.54477 -0.46107 -0.469
C 9.23112 -1.17544 -0.93691 -0.152
C 10.74221 -1.14731 -1.35661 -0.148
C 10.91724 -2.22239 -2.48415 -0.122
C 10.39997 -3.66615 -2.06149 -0.487
N 9.02387 -3.64425 -1.45341 -0.117
O 8.59201 -4.90200 -1.04333 -0.004
C 10.29799 -4.47112 -3.35576 -0.051
C 11.49059 -4.33579 -1.22097 -0.048
C 7.14451 -2.40510 -0.40888 -0.040
H 8.86121 -3.70985 1.27620 0.078
H 9.01367 -1.90553 1.68041 0.085
H 10.31572 -2.79836 1.02067 0.057
H 8.52834 -0.74441 -1.64993 0.112
H 9.17739 -0.44262 -0.13180 0.107
H 11.29069 -1.43045 -0.45822 0.090
H 11.09754 -0.18362 -1.72149 0.102
H 11.94597 -2.36906 -2.81326 0.106
H 10.41509 -1.83728 -3.37164 0.111
H 9.29880 -4.27811 -3.74620 0.089
H 11.09229 -4.19139 -4.04782 0.080
H 10.45169 -5.53283 -3.16273 0.078
H 11.18295 -5.31856 -0.86369 0.080
H 12.39349 -4.54504 -1.79461 0.083
H 11.78550 -3.79014 -0.32465 0.066
H 6.63766 -2.54658 -1.36344 0.083
H 6.84253 -1.43269 -0.01986 0.085
H 6.70616 -3.23081 0.15161 0.075
H 7.71590 -4.82868 -1.42889 0.103
C 6.54274 7.05264 -0.79374 -0.044
C 5.25568 7.38309 -0.09880 -0.445
C 5.49689 8.46008 1.02801 -0.159
C 5.79371 9.81511 0.49929 -0.210
C 4.62117 10.31957 -0.32070 -0.136
C 4.32509 9.35157 -1.45791 -0.474
N 4.15112 7.99012 -0.93388 -0.168
O 3.65091 7.13651 -1.83593 -0.004
C 2.91264 9.76673 -2.01551 -0.043
C 5.35378 9.37481 -2.65618 -0.018
C 4.69393 6.13968 0.67923 -0.028
H 6.83772 7.63706 -1.66526 0.062
H 6.40232 6.08910 -1.28360 0.085
H 7.43144 6.88303 -0.18583 0.090
H 4.62938 8.54280 1.68275 0.118
H 6.39904 8.20205 1.58268 0.119
H 6.71741 9.71435 -0.07054 0.105
H 6.19238 10.45315 1.28801 0.113
H 4.80120 11.32486 -0.70162 0.121
H 3.71805 10.41198 0.28258 0.120
H 2.59486 9.23781 -2.91404 0.074
H 2.07513 9.59336 -1.33977 0.081
H 2.94699 10.82649 -2.26816 0.078
H 5.03321 10.09010 -3.41360 0.074
H 6.36536 9.58644 -2.30975 0.065
H 5.28799 8.39978 -3.13898 0.077
H 4.09278 6.34389 1.56524 0.076
H 5.53466 5.58298 1.09320 0.078
H 4.17844 5.37397 0.09953 0.077
H 2.90565 6.85411 -1.30072 0.117
C 3.07063 3.61629 10.35919 -0.045
C 3.29958 2.83737 9.03656 -0.497
C 4.46519 1.84833 9.31434 -0.143
C 4.72551 0.71406 8.33004 -0.184
C 3.40326 0.02256 8.04885 -0.158
C 2.16322 0.88273 7.67863 -0.487
N 2.11495 2.04927 8.61634 -0.139
O 1.03987 2.84757 8.40727 0.007
C 2.32404 1.20619 6.20912 -0.023
C 0.87803 0.06341 7.95371 -0.031
C 3.81721 3.89261 8.09542 -0.051
H 2.15325 4.20485 10.34856 0.077
H 3.85045 4.28302 10.72721 0.082
H 2.89516 2.95722 11.20945 0.076
H 5.46621 2.27778 9.35454 0.118
H 4.27157 1.33093 10.25398 0.116
H 5.34753 -0.02485 8.83522 0.113
H 5.19235 0.98848 7.38408 0.111
H 3.07742 -0.65985 8.83386 0.113
H 3.63539 -0.63494 7.21106 0.107
H 3.01185 0.54437 5.68279 0.088
H 1.34331 1.15053 5.73671 0.090
H 2.77125 2.19691 6.12803 0.077
H 0.89245 -0.80638 7.29694 0.087
H 0.76062 -0.24892 8.99138 0.085
H -0.03452 0.61966 7.73936 0.077
H 4.63168 4.42945 8.58176 0.087
H 2.92971 4.47354 7.84448 0.088
H 4.27606 3.43532 7.21881 0.075
H 1.19157 2.87646 7.45978 0.084
C 0.32633 -6.18687 3.41444 -0.027
C -0.52366 -7.43370 3.40605 -0.462
C -0.73655 -7.92043 4.87864 -0.157
C -1.75656 -7.17820 5.66932 -0.183
C -3.08620 -7.39813 4.91980 -0.114
C -3.05119 -6.81820 3.42842 -0.417
N -1.82852 -7.26665 2.73609 -0.078
O -1.62122 -6.87973 1.49093 0.074
C -4.31688 -7.33207 2.70131 -0.023
C -3.05173 -5.23038 3.42040 -0.001
C 0.36639 -8.52448 2.75049 -0.027
H 0.76266 -6.04867 2.42518 0.094
H 1.19258 -6.33620 4.05896 0.102
H -0.24367 -5.27573 3.59613 0.081
H -0.97630 -8.98260 4.92771 0.119
H 0.19980 -7.80899 5.42538 0.121
H -1.51271 -6.11589 5.65707 0.109
H -1.88582 -7.51883 6.69662 0.118
H -3.94764 -6.95193 5.41673 0.115
H -3.34966 -8.45534 4.95119 0.114
H -4.28032 -7.18849 1.62143 0.087
H -4.48442 -8.40716 2.76627 0.084
H -5.19152 -6.80995 3.08926 0.088
H -3.98145 -4.96061 3.92133 0.087
H -2.21358 -4.72296 3.89804 0.066
H -3.06601 -4.77338 2.43095 0.093
H 0.02242 -9.53231 2.98297 0.083
H 1.44121 -8.51341 2.93136 0.090
H 0.48529 -8.46818 1.66845 0.087
H -1.15997 -6.04590 1.60749 0.111
```

The HOMO energy comes out at -6.690 eV. The charge is -1. Its frontier orbital gap is 0.854 eV. As for the calculated total energy: -169381.6964 eV. The multiplicity is 1.